# 1
This record from OMol25 describes a molecular structure, C7H19NO in a non-equilibrium geometry. The level of theory is ωB97M-V/def2-TZVPD.

Last column: Mulliken charge in e.
Cartesian coordinates (Å):
C  -1.066  -2.653  0.555  -0.519
C  0.543  -1.330  1.722  -0.037
C  -0.123  -0.695  2.919  -1.120
O  -2.153  -1.847  0.595  -0.335
H  -2.708  -2.104  1.342  0.298
H  -0.549  -2.435  -0.388  0.144
H  -0.142  -2.392  1.469  0.305
H  1.490  -1.820  1.948  0.451
H  0.636  -0.655  0.876  -0.204
H  0.445  0.169  3.272  0.320
H  -0.210  -1.395  3.752  0.368
H  -1.124  -0.351  2.652  0.255
C  1.004  1.773  -1.221  -0.454
C  -1.122  1.440  -0.143  -1.046
C  -0.561  0.113  -2.052  -1.276
C  2.285  1.114  -1.722  -1.262
N  -0.042  0.812  -0.887  0.467
H  0.647  2.508  -1.968  0.351
H  1.233  2.332  -0.309  0.358
H  0.229  -0.463  -2.532  0.325
H  -1.852  0.681  0.139  0.236
H  -0.727  1.894  0.768  0.297
H  -1.642  2.223  -0.722  0.375
H  -1.340  -0.579  -1.733  0.375
H  -0.991  0.802  -2.800  0.334
H  2.153  0.654  -2.700  0.331
H  2.611  0.345  -1.021  0.255
H  3.076  1.859  -1.810  0.405

lowest unoccupied orbital energy = 0.0312 hartree
relative energy (zero: lowest compared OMol25 entry of this formula, charge and spin) = 4.5275 eV

# 2
This record from OMol25 describes 4 unconnected molecules or ions with the total composition C3H14O3S in a non-equilibrium geometry. The level of theory is ωB97M-V/def2-TZVPD.

Last column: Mulliken charge in e.
Cartesian coordinates (Å):
C  -0.073  -0.080  2.932  -1.080
C  -0.814  0.926  1.992  -0.566
C  -0.803  0.297  0.502  -0.404
S  -1.390  1.806  -0.562  -0.277
H  -0.409  0.073  3.952  0.355
H  -0.306  -1.186  2.750  0.274
H  1.042  -0.048  2.805  0.267
H  -0.320  1.869  2.072  0.363
H  -1.820  0.896  2.351  0.339
H  0.243  0.214  0.282  0.140
H  -1.343  -0.594  0.182  0.492
H  -2.135  0.966  -1.346  0.126
H  0.253  -0.381  -2.250  0.293
H  1.156  0.819  -2.745  0.323
O  1.119  -0.128  -2.467  -0.637
H  3.325  -0.975  0.123  0.297
H  2.433  -0.735  -1.075  0.323
O  2.642  -1.397  -0.375  -0.685
H  0.890  -2.195  -0.943  0.334
H  -0.272  -3.110  -1.351  0.306
O  -0.055  -2.398  -0.705  -0.583

lowest unoccupied orbital energy = 0.0186 hartree
relative energy (zero: lowest compared OMol25 entry of this formula, charge and spin) = 1.0142 eV
SMILES string = CCCS.O.O.O

# 3
This record from OMol25 describes a molecular structure, C42H35BrF10N7O6P2S5Ti in a non-equilibrium geometry. The level of theory is ωB97M-V/def2-TZVPD.

Last column: Mulliken charge in e.
Cartesian coordinates (Å):
Ti  0.924  0.491  -0.220  1.483
S  0.565  2.808  1.095  -0.460
C  0.061  3.134  -0.473  0.261
N  0.005  2.112  -1.310  0.882
C  -0.444  2.471  -2.571  -1.856
C  -0.617  1.630  -3.665  1.120
C  -1.077  2.170  -4.855  -1.225
C  -1.385  3.526  -4.960  -0.800
C  -1.232  4.369  -3.871  -0.575
C  -0.761  3.831  -2.683  1.384
S  -0.461  4.640  -1.165  -0.359
H  -0.365  0.582  -3.586  -0.314
H  -1.174  1.535  -5.727  0.650
H  -1.739  3.925  -5.901  0.434
H  -1.467  5.422  -3.948  0.437
F  2.355  -1.713  7.560  -0.296
C  1.634  -1.352  6.507  0.527
C  0.321  -1.764  6.390  0.314
F  -0.228  -2.523  7.334  -0.303
C  -0.412  -1.375  5.285  0.091
F  -1.680  -1.805  5.240  -0.393
C  0.112  -0.583  4.269  -0.509
P  -0.908  -0.142  2.791  0.842
C  -2.283  0.806  3.557  0.697
C  -3.393  0.255  4.201  -0.337
C  -4.370  1.073  4.744  -0.755
C  -4.253  2.455  4.664  -0.584
C  -3.151  3.015  4.039  -0.748
C  -2.176  2.195  3.485  -0.676
C  -1.637  -1.772  2.386  0.563
C  -0.830  -2.909  2.407  -0.616
C  -1.323  -4.135  1.989  -0.909
C  -2.634  -4.248  1.548  -0.802
C  -3.440  -3.120  1.507  -0.779
C  -2.940  -1.889  1.904  -0.592
C  1.442  -0.168  4.416  0.358
Br  2.338  0.954  3.195  0.006
C  2.185  -0.555  5.520  0.207
F  3.452  -0.172  5.671  -0.327
H  -3.496  -0.818  4.290  0.366
H  -5.223  0.629  5.241  0.430
H  -5.016  3.090  5.095  0.392
H  -3.043  4.090  3.976  0.456
H  -1.325  2.642  2.987  0.283
H  0.196  -2.841  2.747  0.392
H  -0.677  -5.003  2.008  0.478
H  -3.022  -5.206  1.226  0.437
H  -4.461  -3.198  1.157  0.383
H  -3.584  -1.019  1.860  0.662
F  1.248  -1.250  0.964  -0.677
P  2.564  -2.202  0.264  1.663
F  3.705  -2.974  -0.484  -0.334
F  3.059  -2.533  1.726  -0.400
F  3.372  -0.821  0.267  -0.139
F  1.575  -3.451  0.284  -0.358
F  1.857  -1.721  -1.155  -0.373
C  -2.025  -1.323  -4.798  -0.610
C  -3.243  -0.607  -5.351  -0.629
S  -4.734  -0.901  -4.426  1.291
O  -5.814  -0.301  -5.163  -0.732
O  -4.779  -2.293  -4.055  -0.611
C  -4.578  0.057  -2.899  -0.812
C  -4.420  -0.782  -1.637  -1.330
N  -3.026  -1.047  -1.288  0.581
C  -2.172  -0.122  -0.801  0.383
N  -0.940  -0.617  -0.723  1.975
C  -1.008  -1.929  -1.130  -2.153
C  -2.282  -2.183  -1.510  0.062
N  -2.819  -3.462  -1.896  1.327
O  -2.034  -4.237  -2.401  -0.704
O  -3.990  -3.681  -1.667  -0.602
C  -2.613  1.207  -0.293  -1.930
H  -1.170  -1.155  -5.453  0.434
H  -2.202  -2.395  -4.732  0.494
H  -1.761  -0.958  -3.805  -0.184
H  -3.510  -0.956  -6.350  0.491
H  -3.128  0.476  -5.397  0.201
H  -5.522  0.602  -2.859  0.564
H  -3.778  0.790  -3.025  0.112
H  -4.928  -1.737  -1.735  0.884
H  -4.864  -0.244  -0.801  0.580
H  -0.171  -2.602  -1.125  0.830
H  -3.539  1.097  0.272  0.834
H  -2.778  1.928  -1.097  0.237
H  -1.859  1.608  0.384  -0.316
N  9.063  -0.707  0.581  -0.573
C  7.954  0.128  0.530  1.031
C  6.888  -0.062  1.416  -0.872
C  5.804  0.789  1.398  -0.143
C  5.766  1.848  0.495  -0.261
C  6.822  2.053  -0.380  -0.457
C  7.912  1.201  -0.361  -0.743
S  4.346  2.887  0.436  0.917
O  3.932  3.165  1.784  -0.707
O  4.650  3.970  -0.467  -0.718
N  3.188  1.951  -0.194  -0.176
C  3.186  1.622  -1.469  0.106
S  4.196  2.103  -2.801  -0.096
C  3.344  0.992  -3.834  -0.637
C  2.360  0.375  -3.160  -1.258
N  2.250  0.746  -1.838  1.226
H  8.898  -1.620  0.973  0.226
H  9.616  -0.744  -0.260  0.221
H  6.917  -0.885  2.120  0.319
H  4.983  0.634  2.085  0.279
H  6.790  2.891  -1.063  0.564
H  8.742  1.368  -1.037  0.319
H  3.626  0.856  -4.863  0.477
H  1.709  -0.388  -3.556  0.587

lowest unoccupied orbital energy (alpha / beta) = -0.0426 / -0.0317 hartree
relative energy (zero: lowest compared OMol25 entry of this formula, charge and spin) = 0.8578 eV
multiplicity = 2

# 4
This record from OMol25 describes 11 unconnected molecules or ions with the total composition H22O11 in a non-equilibrium geometry. The level of theory is ωB97M-V/def2-TZVPD.

Last column: Mulliken charge in e.
Cartesian coordinates (Å):
H  0.182  0.006  -0.303  0.248
H  0.330  -0.519  1.137  0.289
H  -1.233  2.394  0.785  0.245
H  -0.819  1.259  0.088  0.173
H  -0.498  -1.315  2.289  0.213
H  -1.025  -2.736  2.388  0.310
H  -4.887  -0.888  1.437  0.326
H  -3.402  -1.289  1.580  0.285
H  0.462  -1.468  -4.465  0.312
H  1.390  -0.475  -3.635  0.269
H  1.486  2.939  -0.234  0.310
H  2.625  2.573  -1.241  0.257
H  1.992  -4.994  1.281  0.305
H  2.753  -3.675  1.768  0.328
H  1.889  4.498  3.313  0.334
H  1.651  3.508  2.240  0.299
H  -2.098  -2.804  -3.839  0.306
H  -2.200  -1.430  -3.748  0.322
H  2.251  2.218  3.968  0.364
H  1.125  1.448  3.460  0.271
H  -0.680  0.266  -5.529  0.323
H  -1.157  0.946  -4.226  0.288
O  0.705  -0.552  0.239  -0.536
O  -0.454  1.900  0.589  -0.389
O  -0.575  -2.080  2.874  -0.559
O  -4.229  -1.243  2.066  -0.611
O  0.503  -0.609  -3.935  -0.595
O  1.907  2.240  -0.819  -0.546
O  2.293  -4.534  2.042  -0.632
O  2.321  3.779  2.826  -0.657
O  -2.683  -2.136  -3.442  -0.611
O  1.369  1.905  4.226  -0.630
O  -1.295  0.871  -5.179  -0.611

lowest unoccupied orbital energy = -0.0161 hartree
relative energy (zero: lowest compared OMol25 entry of this formula, charge and spin) = 4.2536 eV
SMILES string = O.O.O.O.O.O.O.O.O.O.O

| no. | DFT total energy (Ha) |
| --- | --- |
| 1 | -407.93882 |
| 2 | -746.57061 |
| 3 | -9552.28594 |
| 4 | -840.72381 |